1.
Here is a cluster of 2 separate species, C4H13N2O in total in a non-equilibrium geometry from OMol25. Energies are from ωB97M-V/def2-TZVPD.

Last column: Löwdin charge in e.
Positions of all 20 atoms, in Å:
C: 0.8777 2.5629 -0.3920  -0.09
C: 0.9604 1.4195 0.5878  -0.25
C: 0.0448 0.3652 0.3520  -0.29
C: -0.6368 0.2069 -0.9253  -0.06
N: -1.5546 -0.9138 -0.8729  0.16
N: -0.1187 -0.5943 1.3831  0.09
H: 1.7837 2.8659 -1.0187  0.11
H: -0.0947 2.5123 -1.0281  0.09
H: 0.7943 3.4100 0.3337  0.09
H: 1.9386 0.9852 0.4830  0.14
H: 0.9199 1.8063 1.5486  0.11
H: -0.1583 0.7374 -1.7960  0.14
H: -1.6613 -0.9986 -1.8791  0.16
H: -2.4242 -0.7786 -0.3272  0.19
H: -1.0818 -1.8017 -0.7750  0.10
H: -0.9018 -0.7802 2.0218  0.12
H: 0.7748 -0.5806 1.9323  0.13
H: 0.0890 -3.8473 0.9167  0.12
H: 0.4846 -3.3788 -0.6763  0.06
O: -0.0357 -3.1977 0.1316  -0.11

Output
* total charge: +1
* frontier orbital gap: 9.347 eV
* LUMO: -3.32 eV



2.
Here is a cluster of 2 separate species, C4H13N2O in total in a non-equilibrium geometry from OMol25. Energies are from ωB97M-V/def2-TZVPD.

Last column: Löwdin charge in e.
Positions of all 20 atoms, in Å:
C: -1.8425 0.9620 -0.6020  -0.10
C: -1.5109 0.4274 -1.8229  -0.18
N: -1.5736 1.1013 -2.9740  0.09
N: -1.5621 0.0877 0.5170  0.15
H: -2.3684 1.8643 -0.3629  0.12
H: -1.0920 -0.5958 -1.8288  0.14
H: -1.4706 0.6610 -3.8809  0.12
H: -1.7201 2.1386 -3.0120  0.15
H: -2.4182 -0.1399 1.0409  0.18
H: -0.8379 0.4470 1.1368  0.14
H: -1.1747 -0.7861 0.1631  0.12
C: 2.0683 -0.3508 1.7270  -0.29
O: 3.1078 0.1580 0.8347  -0.09
C: 1.3350 -1.4244 0.9221  -0.09
H: 2.5655 -0.7649 2.6661  0.14
H: 1.3838 0.4634 1.9679  0.09
H: 3.5795 0.8156 1.3685  0.09
H: 2.0344 -1.9924 0.2856  0.10
H: 0.8947 -2.1156 1.6416  0.08
H: 0.6019 -0.9563 0.2122  0.04

Output
* total charge: +1
* frontier orbital gap: 9.769 eV
* LUMO: -3.21 eV



3.
Here is a cluster of 2 separate species, C4H13N2O in total in a non-equilibrium geometry from OMol25. Energies are from ωB97M-V/def2-TZVPD.

Last column: Löwdin charge in e.
Positions of all 20 atoms, in Å:
C: -2.0976 1.0420 0.7900  -0.11
C: -2.0590 0.5102 -0.6218  -0.17
C: -1.2893 -0.7770 -0.8205  -0.10
C: 0.0402 -0.8281 -0.8629  -0.19
N: 0.8527 0.3410 -0.9418  0.04
N: -0.7920 0.7315 1.5168  0.17
H: -2.2570 2.1058 0.9459  0.14
H: -2.7951 0.4586 1.3893  0.13
H: -3.0186 0.5952 -1.1217  0.13
H: -1.3980 1.1976 -1.1625  0.11
H: -1.8869 -1.6673 -0.8361  0.11
H: 0.5982 -1.7519 -0.7262  0.12
H: 1.0144 0.6269 -1.8975  0.10
H: 1.7305 0.2829 -0.4717  0.06
H: -0.4743 -0.2061 1.2492  0.13
H: 0.0106 1.3339 1.3256  0.16
H: -1.0007 0.8693 2.4960  0.16
H: 4.4427 -0.4405 -0.0628  0.03
H: 4.8126 -1.6711 0.7052  0.05
O: 4.0673 -1.0746 0.5598  -0.07

Output
* total charge: +1
* frontier orbital gap: 9.840 eV
* LUMO: -3.18 eV



4.
Here is a cluster of 2 separate species, C4H13N2O in total from OMol25. Energies are from ωB97M-V/def2-TZVPD.

Last column: Löwdin charge in e.
Positions of all 20 atoms, in Å:
C: -2.8173 0.6352 -1.4921  -0.08
C: -1.3449 0.4737 -1.1895  -0.21
N: -1.0248 -0.8824 -0.6243  0.15
H: -2.9873 1.6810 -1.7547  0.09
H: -3.1713 0.0505 -2.3416  0.09
H: -3.4627 0.4167 -0.6404  0.09
H: -0.7191 0.5923 -2.0695  0.13
H: -1.0554 1.1949 -0.4276  0.12
H: -1.5558 -1.0307 0.2314  0.16
H: 0.0341 -0.9317 -0.3930  0.08
H: -1.2547 -1.6187 -1.2890  0.16
C: 1.3038 -0.0426 2.0450  0.01
C: 2.0701 -0.2752 0.7692  -0.53
N: 3.3698 0.0327 0.7942  0.20
O: 1.5601 -0.7142 -0.2739  0.00
H: 0.7375 0.8860 1.9392  0.10
H: 1.9833 0.0896 2.8834  0.09
H: 0.6198 -0.8589 2.2623  0.09
H: 3.8086 0.4000 1.6198  0.12
H: 3.9063 -0.0980 -0.0492  0.13

Output
* total charge: +1
* frontier orbital gap: 11.645 eV
* LUMO: -2.86 eV



5.
Here is a cluster of 3 separate species, C4H13N2O in total in a non-equilibrium geometry from OMol25. Energies are from ωB97M-V/def2-TZVPD.

Last column: Löwdin charge in e.
Positions of all 20 atoms, in Å:
C: 0.8335 -2.8233 0.7853  -0.04
C: 0.8946 -1.7575 -0.3569  -0.15
C: -0.0133 -0.6375 -0.1522  -0.20
C: 0.2921 0.6306 -0.7791  -0.08
N: 0.6389 1.5268 0.3031  0.07
N: -1.2447 -0.7816 0.4371  0.19
H: 0.3242 -3.7080 0.4455  0.09
H: 0.7486 -2.2113 1.6813  0.09
H: 1.8911 -3.0972 0.9058  0.09
H: 1.0660 -2.1374 -1.3618  0.16
H: 1.8933 -1.2328 -0.2115  0.16
H: -0.2044 0.9638 -1.6825  0.12
H: 0.1967 1.2849 1.1768  0.11
H: 1.5541 1.8056 0.0183  0.02
H: 2.7162 1.6578 -1.6280  0.14
H: -1.3860 -0.6665 1.4356  0.15
H: -1.8258 -1.5478 0.1035  0.15
H: -0.9885 2.3898 -0.0870  -0.04
H: -1.9407 3.4928 -0.9780  0.05
O: -1.3698 3.2595 -0.2469  -0.06

Output
* total charge: +1
* frontier orbital gap: 5.368 eV
* LUMO: -7.03 eV



6.
Here is a cluster of 2 separate species, C4H13N2O in total in a non-equilibrium geometry from OMol25. Energies are from ωB97M-V/def2-TZVPD.

Last column: Löwdin charge in e.
Positions of all 20 atoms, in Å:
C: -2.2424 -0.5867 0.6438  -0.11
C: -1.4725 0.8823 -1.1562  -0.07
C: 2.5625 1.2048 0.4398  0.02
C: 1.3454 -0.7989 0.1747  -0.18
N: 1.0651 -1.9294 -0.4413  0.23
N: -1.2630 0.4511 0.2793  -0.19
O: 1.9524 0.1965 -0.3519  0.02
H: -1.9172 -1.5252 0.0018  0.11
H: -2.0648 -0.8726 1.6274  0.05
H: -3.1443 -0.1645 0.3393  0.06
H: -0.5835 1.4841 -1.2857  0.07
H: -1.3730 0.1492 -1.9056  0.07
H: -2.3539 1.3765 -1.1911  0.05
H: 3.4421 0.9649 0.9295  0.10
H: 1.9694 1.3611 1.2650  0.08
H: 2.6291 2.0623 -0.1261  0.10
H: 1.1907 -0.8282 1.3280  0.20
H: 0.3318 -2.5399 -0.1022  0.13
H: 1.1969 -2.0545 -1.4498  0.16
H: -1.2707 1.1669 0.9814  0.10

Output
* total charge: +1
* frontier orbital gap: 8.883 eV
* LUMO: -3.79 eV



7.
Here is a structure of composition C4H13N2O in a non-equilibrium geometry from OMol25. Energies are from ωB97M-V/def2-TZVPD.

Last column: Löwdin charge in e.
Positions of all 20 atoms, in Å:
C: 1.3383 -0.5775 -0.7377  -0.26
C: 0.0455 -0.2096 0.0483  -0.13
C: -1.2586 -0.6765 -0.3300  0.15
C: -2.3402 0.2843 -0.5207  -0.22
N: -2.5920 1.1290 0.7096  0.10
N: 2.4281 -0.4058 -0.0383  0.04
H: 1.4650 -0.2296 -1.7670  0.16
H: 1.2706 -1.9655 -0.7818  0.06
H: 0.2265 -0.6323 1.0443  0.17
H: 0.0970 0.8723 0.1971  0.12
H: 1.1634 -2.6064 -1.2613  0.21
H: -3.3861 0.0712 -0.6962  0.13
H: -1.8189 1.6715 1.0856  0.10
H: -2.9611 0.4947 1.4093  0.09
H: 2.4448 0.8487 0.4451  -0.03
H: 3.1284 -1.1232 -0.1977  0.13
H: -1.9982 1.0153 -1.2677  0.15
H: -1.7293 -1.6194 -0.0330  0.16
H: 2.3979 1.8847 1.7955  0.03
O: 2.0790 1.7741 0.8966  -0.15

Output
* total charge: +1
* frontier orbital gap: 5.780 eV
* LUMO: -7.44 eV



8.
Here is the ion C4H13N2O with charge +2 in a non-equilibrium geometry from OMol25. Energies are from ωB97M-V/def2-TZVPD.

Last column: Löwdin charge in e.
Positions of all 20 atoms, in Å:
C: 0.1004 -1.9504 0.7258  -0.18
O: -1.0978 -2.6943 0.5604  -0.03
C: 0.1681 -0.6560 -0.0902  -0.24
C: 0.8229 0.5436 0.6103  -0.03
C: 0.9092 1.9849 -0.1839  -0.10
N: -0.1054 2.0449 -1.1863  0.27
N: -1.3548 -0.3895 -0.3241  0.23
H: -0.0539 -1.5740 1.7676  0.15
H: 1.0352 -2.5181 0.6594  0.16
H: -0.8178 -3.6066 0.3954  0.14
H: 0.6462 -0.8422 -1.0655  0.17
H: 0.2912 0.5295 1.5802  0.14
H: 1.8880 0.3362 0.7611  0.15
H: 0.8913 2.6584 0.6702  0.15
H: 1.9265 2.1419 -0.5526  0.17
H: -0.5110 2.9935 -1.1443  0.18
H: 0.3394 2.0172 -2.1270  0.19
H: -1.3819 0.0793 -1.2250  0.15
H: -1.7761 0.1570 0.4384  0.18
H: -1.9198 -1.2552 -0.2701  0.16

Output
* total charge: +2
* 2S+1: 2
* frontier orbital gap (alpha / beta): 11.375 / 4.865 eV
* LUMO (alpha / beta): -7.38 / -13.88 eV